1.
{
  "formula": "C39H38Br3F5O6",
  "method": "wB97M-V/def2-TZVPD",
  "symbols": ["C", "C", "C", "O", "C", "O", "O", "H", "H", "H", "H", "H", "H", "C", "C", "C", "O", "C", "O", "O", "H", "H", "H", "H", "H", "H", "F", "C", "C", "C", "C", "C", "C", "H", "H", "H", "H", "H", "F", "C", "C", "C", "C", "C", "C", "H", "H", "H", "H", "H", "F", "C", "C", "C", "C", "C", "C", "H", "H", "H", "H", "H", "F", "C", "C", "C", "C", "C", "C", "H", "H", "H", "H", "H", "F", "C", "C", "C", "C", "C", "C", "H", "H", "H", "H", "H", "C", "Br", "Br", "Br", "H"],
  "xyz": [[14.46426, 3.35059, 20.61495], [13.34739, 2.33572, 20.25216], [12.26429, 2.43836, 21.31532], [11.10230, 2.34544, 20.52917], [11.40143, 2.48227, 19.23378], [10.55273, 2.45600, 18.25100], [12.68602, 2.59462, 19.05210], [14.24818, 4.41884, 20.59856], [15.29155, 3.24332, 19.91339], [14.82886, 3.10310, 21.61189], [13.74111, 1.32001, 20.28990], [12.25993, 3.37318, 21.87587], [12.31709, 1.53554, 21.92377], [15.40282, 7.27295, 22.01256], [13.91215, 6.88260, 21.95789], [13.42248, 6.13842, 20.75542], [12.90598, 4.93658, 21.25523], [12.86483, 4.93605, 22.57399], [12.27969, 4.12460, 23.31230], [13.54450, 6.07649, 22.99475], [15.85759, 8.00347, 21.34352], [15.82517, 6.26907, 22.05670], [15.48892, 7.73915, 22.99404], [13.26780, 7.73692, 22.16538], [14.18386, 5.91429, 20.00832], [12.54023, 6.65630, 20.37919], [13.08518, 0.54568, 19.70215], [14.10558, -0.07823, 19.03990], [13.92064, -1.41521, 18.67740], [14.90789, -2.06702, 18.01360], [16.10052, -1.47555, 17.68226], [16.29728, -0.12700, 17.93450], [15.33465, 0.62427, 18.67057], [13.08135, -1.99720, 19.02852], [14.98331, -3.12546, 17.81251], [16.83984, -2.08464, 17.18346], [17.19616, 0.35815, 17.58371], [15.37606, 1.69813, 18.77786], [7.65857, 2.81501, 17.03198], [8.17730, 3.71803, 17.80475], [7.86339, 5.04502, 17.60689], [8.16940, 6.05872, 18.41604], [8.96856, 5.71958, 19.52785], [9.35058, 4.36572, 19.77354], [9.00352, 3.36821, 18.85806], [7.21632, 5.27338, 16.77291], [7.76756, 7.03955, 18.20897], [9.34454, 6.51636, 20.15250], [10.04146, 4.19161, 20.58519], [9.35864, 2.37781, 19.10181], [7.39979, 1.31265, 19.41359], [7.79447, 2.02777, 20.52289], [9.17233, 2.28264, 20.79295], [9.52197, 2.97318, 21.92642], [8.60469, 3.44294, 22.84175], [7.20964, 3.36877, 22.54562], [6.81748, 2.63376, 21.37577], [9.97354, 1.95530, 20.14695], [10.53475, 2.97133, 22.30152], [8.70575, 3.70539, 23.88450], [6.34973, 3.53649, 23.17712], [5.75080, 2.46616, 21.35328], [6.95063, -2.02918, 19.36809], [7.57609, -0.95215, 18.98638], [8.91759, -0.71675, 19.35605], [9.52790, 0.46295, 18.90740], [8.87193, 1.35900, 18.10343], [7.54210, 1.09198, 17.80336], [6.95296, -0.03053, 18.16852], [9.54506, -1.44683, 19.84562], [10.54294, 0.69531, 19.19393], [9.34574, 2.22371, 17.66278], [6.99505, 1.82175, 17.22494], [5.88476, -0.14990, 18.06324], [15.90848, 1.84155, 22.24827], [16.50835, 1.98603, 21.08583], [17.18601, 0.98104, 20.56157], [17.81248, 1.08066, 19.29374], [17.74568, 2.25506, 18.57657], [17.02199, 3.34186, 19.15036], [16.48385, 3.23019, 20.45245], [17.32091, -0.00187, 20.98832], [18.39407, 0.29237, 18.83902], [18.23555, 2.21587, 17.61485], [16.90749, 4.23007, 18.54671], [15.93297, 4.10149, 20.77457], [15.26549, 4.12934, 17.35925], [14.94160, 4.99150, 19.11530], [14.93654, 2.16891, 17.47265], [16.95622, 4.54507, 16.46712], [14.44252, 4.56042, 16.78916]],
  "lowdin_charge": [-0.267, -0.253, -0.025, -0.096, -0.371, -0.011, 0.093, -0.043, -0.054, 0.124, 0.041, 0.063, 0.178, 0.022, -0.351, -0.159, -0.038, -0.425, 0.133, 0.106, 0.097, 0.087, 0.089, 0.160, -0.179, 0.170, 0.050, -0.139, 0.010, -0.091, -0.056, -0.131, -0.404, 0.126, 0.114, 0.113, 0.085, -0.158, 0.052, -0.215, -0.029, -0.100, -0.027, -0.015, -0.144, 0.120, 0.102, 0.088, 0.100, 0.026, -0.036, -0.096, -0.103, -0.087, -0.050, -0.059, 0.029, 0.021, 0.102, 0.101, 0.089, 0.099, 0.090, -0.294, 0.026, -0.064, -0.150, -0.138, -0.023, 0.103, 0.111, 0.081, 0.080, 0.127, 0.101, -0.306, 0.003, -0.152, -0.136, -0.250, -0.162, 0.141, 0.119, 0.097, -0.086, 0.068, -1.109, 1.180, 1.233, 0.738, -0.008],
  "orbital_gap_ev": 5.3828,
  "charge": 0
}



2.
{
  "formula": "C39H38LaN4O6P2S",
  "method": "wB97M-V/def2-TZVPD",
  "symbols": ["La", "S", "N", "C", "C", "C", "C", "C", "N", "C", "C", "N", "C", "C", "C", "C", "C", "N", "H", "H", "H", "H", "H", "H", "O", "C", "O", "C", "C", "C", "C", "C", "C", "P", "C", "C", "C", "C", "C", "C", "C", "C", "C", "C", "C", "C", "H", "H", "H", "H", "H", "H", "H", "H", "H", "H", "H", "H", "H", "H", "C", "C", "C", "C", "O", "P", "O", "O", "O", "C", "C", "C", "C", "H", "H", "H", "H", "H", "H", "H", "H", "H", "H", "H", "H", "H", "H", "H", "H", "H", "H"],
  "xyz": [[0.80917, 0.63573, -0.30995], [6.39042, -4.42671, 2.57857], [5.48453, -3.29162, 3.32817], [4.71888, -2.77117, 2.39133], [3.87340, -1.59169, 2.56638], [3.62026, -1.04575, 3.84041], [2.81938, 0.08478, 3.93026], [2.25507, 0.58105, 2.78168], [2.34486, -0.09026, 1.57206], [3.15997, -1.15024, 1.42586], [3.25490, -1.79450, 0.12017], [2.46217, -1.40936, -0.96133], [2.83442, -1.83927, -2.20013], [3.99280, -2.62139, -2.46268], [4.70421, -3.11093, -1.37502], [4.25474, -2.82501, -0.09431], [4.99724, -3.24815, 1.08468], [5.91987, -4.19508, 1.08399], [4.19670, -1.40832, 4.68912], [2.60254, 0.51106, 4.89290], [1.64834, 1.44850, 2.85438], [2.19775, -1.53953, -3.04689], [4.22179, -2.76846, -3.50433], [5.55498, -3.80294, -1.64551], [-1.30207, 1.39972, 0.61291], [-1.77889, 0.17968, 0.74325], [-0.92097, -0.77668, 0.88206], [-3.26870, 0.12235, 0.73043], [-4.02685, 1.25813, 0.80507], [-5.42037, 1.10665, 1.01308], [-5.99784, -0.12558, 1.14141], [-5.17799, -1.26242, 1.05945], [-3.87088, -1.18745, 0.75307], [-2.96560, -2.76288, 0.29064], [-3.12109, -3.81362, 1.75277], [-3.55104, -3.26355, 2.96146], [-4.01536, -4.13454, 3.95019], [-3.77448, -5.52666, 3.83574], [-3.04225, -6.00671, 2.71750], [-2.74197, -5.15714, 1.66080], [-4.27346, -3.54333, -0.76622], [-5.32942, -4.28087, -0.29208], [-5.97236, -5.14673, -1.11066], [-5.86137, -5.04852, -2.50691], [-4.95848, -4.14885, -3.00048], [-4.14934, -3.36269, -2.19456], [-3.50136, 2.19651, 0.62649], [-6.12056, 1.94032, 1.10227], [-7.06037, -0.25219, 1.40034], [-5.60082, -2.25246, 1.23352], [-3.41756, -2.20363, 3.23968], [-4.52989, -3.70083, 4.82306], [-4.17145, -6.15664, 4.57398], [-2.59581, -7.00589, 2.64438], [-2.15636, -5.48647, 0.75574], [-5.51850, -4.26738, 0.84489], [-6.64509, -5.95185, -0.69370], [-6.40566, -5.66618, -3.20319], [-4.84537, -4.08120, -4.12338], [-3.30872, -2.77652, -2.51184], [3.97983, 3.94395, 0.60218], [4.18745, 4.13047, -0.87010], [4.10215, 5.51887, -1.46862], [5.53461, 3.51285, -1.22036], [3.24594, 3.20633, -1.67887], [1.70295, 3.20774, -1.44314], [1.18238, 1.99329, -2.27013], [1.33020, 2.91093, -0.01028], [1.24807, 4.64599, -1.87173], [-0.06416, 5.19799, -2.40429], [-0.99643, 5.42580, -1.30362], [-0.58602, 4.20345, -3.40292], [0.42431, 6.53464, -2.95262], [4.88343, 4.24455, 1.16175], [3.82458, 2.90037, 0.93367], [3.14279, 4.62341, 0.90307], [5.13796, 5.96507, -1.51623], [3.44911, 6.12129, -0.81610], [3.74692, 5.38863, -2.48450], [6.39233, 4.19969, -0.94436], [5.55239, 3.34708, -2.28156], [5.72241, 2.55870, -0.67401], [-1.82251, 4.71720, -1.25957], [-1.44122, 6.46340, -1.39029], [-0.51725, 5.49628, -0.33542], [-0.72223, 3.17057, -2.99687], [0.15667, 4.06561, -4.14773], [-1.51171, 4.50697, -3.89879], [1.05989, 7.00687, -2.16041], [-0.36139, 7.30425, -3.28219], [1.09654, 6.30307, -3.80694]],
  "lowdin_charge": [2.201, 1.067, -0.188, -0.313, -0.058, 0.050, -0.019, -0.066, -0.035, -0.155, -0.108, -0.013, -0.083, -0.016, 0.016, -0.066, -0.305, -0.225, 0.132, 0.121, 0.115, 0.125, 0.113, 0.153, -0.229, -0.581, -0.222, -0.152, -0.001, -0.060, -0.051, -0.104, -0.284, 1.110, -0.424, -0.111, -0.074, -0.064, -0.082, -0.117, -0.372, -0.140, -0.087, -0.089, -0.120, -0.082, 0.120, 0.111, 0.122, 0.094, 0.121, 0.110, 0.080, 0.106, 0.126, 0.133, 0.127, 0.104, 0.123, 0.078, -0.052, -0.567, -0.018, -0.051, -0.167, 0.214, -0.474, -0.443, -0.166, -0.585, -0.036, -0.032, -0.030, 0.103, 0.081, 0.100, 0.109, 0.092, 0.090, 0.111, 0.082, 0.095, 0.091, 0.111, 0.094, 0.087, 0.077, 0.106, 0.100, 0.119, 0.093],
  "orbital_gap_ev": 5.8023,
  "charge": 1,
  "de_lowest_kcal_mol": 14.26
}



Number 1: highest occupied orbital energy -6.30 eV. Number 2: highest occupied orbital energy -9.72 eV.